Entry 1:
A molecular structure, H12O6 at a distorted geometry, computed with ωB97M-V with the def2-TZVPD basis set.

The total energy comes out at -458.37173 Eh. The value obtained for the HOMO energy is -8.5068 eV. The value obtained for the relative energy (zero: lowest compared OMol25 entry of this formula, charge and spin) is 789.60 kJ/mol. Its molar mass is 108.1 g/mol.

CARTESIAN COORDINATES (ANGSTROEM)
O 0.18035 -1.58694 -0.77000
O 2.92140 2.33989 0.03195
O 1.63673 -0.85621 -0.33077
O -0.26249 1.24346 0.41533
O -4.98254 0.61972 0.11240
O 0.89577 -1.88226 1.01278
H 2.01455 -0.10767 0.14455
H -0.17429 -1.77210 -1.64689
H -0.35603 -2.12928 -0.18079
H 2.09885 -0.85432 -1.17660
H 1.37202 -1.42284 1.71357
H -5.19128 0.48659 -0.81911
H -4.61601 1.51052 0.14560
H 0.08725 -2.18729 1.43966
H 0.52864 0.77308 0.12924
H 2.68862 2.53057 -0.88372
H 2.14669 2.61770 0.53359
H -0.98823 0.67739 0.12923

Forces on atoms 1 to 6 (eV/Å):
O -10.1 -4.4 -5.6
O -0.2 -0.1 0.0
O 10.7 7.4 -1.1
O -0.1 0.4 0.1
O 0.1 0.1 -0.2
O -0.8 -3.0 7.3

---

Entry 2:
6 unconnected molecules or ions with the total composition H12O6 at a distorted geometry, computed with ωB97M-V with the def2-TZVPD basis set.

The total energy comes out at -458.62725 Eh. As for the structure (SMILES): O.O.O.O.O.O. The value obtained for the HOMO energy is -11.6542 eV. The value obtained for the relative energy (zero: lowest compared OMol25 entry of this formula, charge and spin) is 118.74 kJ/mol. Its molar mass is 108.1 g/mol.

CARTESIAN COORDINATES (ANGSTROEM)
O -0.88655 -1.86330 0.93196
O -0.57054 0.55866 -0.11254
O 1.03613 1.18686 -3.38436
O -0.00459 -1.85079 -2.39001
O 0.39025 -0.29198 3.06456
O -0.17308 2.29222 2.05522
H -0.14573 -0.73545 2.42418
H -1.00032 -1.00415 0.37583
H 0.20697 1.71674 -3.25739
H 0.66438 -1.33678 -1.95769
H 0.15049 1.43160 2.48005
H -0.38104 1.37704 0.43004
H 1.22907 -0.32489 2.58206
H 0.87592 0.40561 -3.97156
H 0.06963 0.45804 -0.87643
H -0.33249 -2.36880 -1.60649
H 0.41044 2.82652 2.61806
H -1.53893 -2.47717 0.59450

Forces on atoms 1 to 6 (eV/Å):
O 0.0 1.5 -1.3
O 1.0 0.5 -0.9
O -0.8 -0.2 -0.1
O -1.0 -1.1 1.2
O 1.3 0.8 0.1
O 1.5 -1.2 1.4

---

Entry 3:
6 unconnected molecules or ions with the total composition H12O6, computed with ωB97M-V with the def2-TZVPD basis set.

The total energy comes out at -458.63578 Eh. As for the structure (SMILES): O.O.O.O.O.O. The value obtained for the HOMO energy is -10.5146 eV. The value obtained for the relative energy (zero: lowest compared OMol25 entry of this formula, charge and spin) is 96.34 kJ/mol. Its molar mass is 108.1 g/mol.

CARTESIAN COORDINATES (ANGSTROEM)
O -8.23087 -19.78133 -1.00954
O -7.02904 -22.50780 -1.72167
O -8.00231 -20.10086 -3.93561
O -6.21104 -18.87498 0.80209
O -11.20757 -18.76011 0.57479
O -10.35733 -21.50654 -0.40957
H -5.46410 -19.14648 0.26339
H -10.34957 -18.84130 1.00258
H -7.77792 -23.05298 -1.97536
H -11.14979 -21.40121 0.12593
H -11.50857 -17.87437 0.79439
H -6.98683 -19.09837 0.26781
H -8.23992 -19.51015 -1.93541
H -8.49502 -20.59998 -4.59303
H -7.34925 -21.59800 -1.79268
H -9.07221 -20.24066 -0.86658
H -7.76682 -19.27794 -4.37493
H -9.86542 -22.22761 -0.00373

Forces on atoms 1 to 6 (eV/Å):
O 0.1 0.1 -0.1
O 0.0 -0.1 0.0
O 0.0 0.2 0.0
O 0.0 0.2 0.1
O -0.1 -0.1 0.0
O 0.1 -0.2 0.0